Below is one molecule with the formula C5H7Cl, with properties calculated with ωB97M-V/def2-TZVPD.

* HOMO level (spin up / spin down): -5.72 / -9.96 eV
* relative energy (zero: lowest compared OMol25 entry of this formula, charge and spin): 44.7 kJ/mol
* spin multiplicity: 3
* HOMO-LUMO gap (spin up / spin down): 6.66 / 7.58 eV

Each line ends with the Löwdin spin population.
Atoms and positions in Å:
C -0.048066 -1.117780 0.726564  0.363
C -1.153726 -0.463871 -1.981694  0.725
C 0.194144 0.010399 0.088752  0.128
C -0.176685 0.237778 -1.357396  0.522
C 1.134659 1.112330 0.663322  0.006
Cl 0.742129 1.419145 -2.247425  0.131
H 0.284411 -1.294264 1.793360  0.021
H -0.538787 -2.045948 0.490728  0.025
H -1.222665 -0.201153 -3.135563  0.030
H -1.739723 -1.250865 -1.543811  0.047
H 2.041089 1.040799 0.051931  0.002
H 1.154717 1.079423 1.839612  0.000
H 0.696816 2.069148 0.385345  0.001

Cartesian forces (eV/Å) of the 3 atoms listed first:
C -0.45 -3.32 4.01
C -3.43 -1.68 -6.14
C 1.12 4.13 -5.00



Below is one molecule with the formula C5H7Cl2N, with properties calculated with ωB97M-V/def2-TZVPD.

* HOMO level: -9.37 eV
* SMILES string: ClC1(Cl)CCN2C[C@@H]21
* relative energy (zero: lowest compared OMol25 entry of this formula, charge and spin): 299.9 kJ/mol
* spin multiplicity: 1
* HOMO-LUMO gap: 9.99 eV

Each line ends with the Mulliken charge.
Atoms and positions in Å:
C 0.132450 0.276307 -1.129203  0.525
C -0.816312 1.147634 -0.399755  -0.565
C -0.279226 0.754649 1.114513  -0.482
C 0.709436 -1.460165 0.795690  -0.307
C -0.186358 -0.938613 -0.368456  -0.437
H -0.493937 2.252887 -0.707179  0.296
H -1.985082 1.121306 -0.434869  0.272
H 0.791022 1.109798 1.132904  0.263
H -0.850498 1.126451 2.022863  0.333
H 0.810778 -2.443131 1.240182  0.262
H 1.919712 -1.120983 0.904107  0.129
H -0.881965 -1.650606 -0.877469  0.295
N -0.435060 -0.756085 0.935137  -0.241
Cl 1.938640 0.644242 -1.368618  -0.135
Cl -0.373601 -0.063690 -2.859848  -0.210

Cartesian forces (eV/Å) of the 3 atoms listed first:
C -0.35 -1.64 -2.81
C 0.67 5.61 2.25
C -1.10 0.54 -0.93



Below is a 3-piece molecular cluster, C5H7Cl3 overall, with properties calculated with ωB97M-V/def2-TZVPD.

* HOMO level: -9.88 eV
* SMILES string: C=C(Cl)Cl.C=C=C.Cl
* relative energy (zero: lowest compared OMol25 entry of this formula, charge and spin): 290.2 kJ/mol
* spin multiplicity: 1
* HOMO-LUMO gap: 10.53 eV

Each line ends with the Mulliken charge.
Atoms and positions in Å:
C 0.649987 -0.850434 -0.430846  -0.701
C 0.554068 0.383632 -0.045488  0.437
C 0.375812 1.629204 0.279995  -0.624
C -2.647157 -0.644775 -0.452121  -1.196
C -3.023489 -0.711315 0.824824  0.739
Cl -3.275724 0.783291 1.657388  -0.177
Cl -0.369773 -4.226121 1.773207  -0.179
Cl -3.134517 -2.139214 1.886557  -0.171
H -0.113926 -1.480760 -0.776397  0.277
H 1.633457 -1.433415 -0.012818  0.159
H 0.789783 2.305939 -0.368936  0.259
H -0.960253 -3.251957 1.356896  0.153
H -0.062059 2.127388 1.217826  0.224
H -2.578476 0.297323 -0.819275  0.357
H -2.501946 -1.493623 -1.021613  0.442

Cartesian forces (eV/Å) of the 3 atoms listed first:
C 3.88 -1.27 2.49
C -1.09 -0.03 0.33
C -0.83 -0.08 2.36



Below is C5H7ClN2O as an isolated structure, with properties calculated with ωB97M-V/def2-TZVPD.

* HOMO level: -8.71 eV
* relative energy (zero: lowest compared OMol25 entry of this formula, charge and spin): 243.7 kJ/mol
* spin multiplicity: 1
* HOMO-LUMO gap: 9.64 eV

Each line ends with the Mulliken charge.
Atoms and positions in Å:
C -1.086470 -0.426016 -2.066316  -0.550
C -0.437563 0.809375 -1.990409  -0.234
C -1.164278 -0.865339 -0.768969  -0.269
C 1.590243 -0.569733 1.286393  -0.436
C -0.247933 0.281373 1.400457  -0.235
N -0.276309 1.168132 -0.757103  -0.861
N -0.689192 0.139570 0.005067  0.637
O -0.026178 1.484932 1.978716  -0.481
Cl 1.462077 -1.907967 0.160613  -0.168
H -1.168526 -1.054575 -2.943323  0.331
H -0.289357 1.560298 -2.838609  0.344
H -1.496460 -1.834106 -0.433359  0.479
H 1.713087 -0.852441 2.334573  0.352
H 2.360134 0.152251 1.038303  0.289
H -0.727956 -0.129507 2.248536  0.414
H 0.484679 2.043754 1.345429  0.388

Cartesian forces (eV/Å) of the 3 atoms listed first:
C 0.77 -1.11 -0.45
C -0.94 1.55 -2.33
C -0.32 -0.28 -0.08



Below is one molecule with the formula C5H7ClN4, with properties calculated with ωB97M-V/def2-TZVPD.

* HOMO level: -9.66 eV
* SMILES string: C[C@@H](Cl)Cc1nncnn1
* relative energy (zero: lowest compared OMol25 entry of this formula, charge and spin): 0.0 kJ/mol
* spin multiplicity: 1
* HOMO-LUMO gap: 8.71 eV

Each line ends with the Mulliken charge.
Atoms and positions in Å:
C 1.687396 1.096203 -0.114272  -1.311
C 1.773913 -0.395914 0.198714  0.335
Cl 2.136433 -0.682120 1.932537  -0.213
C 0.570283 -1.221015 -0.246723  -0.800
C -0.733883 -0.523126 -0.141383  0.487
N -0.983023 0.124012 0.982104  0.111
N -2.163381 0.702839 1.090570  -0.651
C -2.978836 0.577817 0.069158  0.088
N -2.731185 -0.035185 -1.061752  -0.458
N -1.548344 -0.614668 -1.176069  -0.136
H 2.649652 1.427782 -0.470262  0.365
H 0.914134 1.326568 -0.830217  0.325
H 1.518562 1.635505 0.803913  0.345
H 2.630330 -0.792555 -0.317154  0.420
H 0.720114 -1.559432 -1.262179  0.275
H 0.480328 -2.101161 0.376581  0.355
H -3.942491 1.034450 0.166434  0.463

Cartesian forces (eV/Å) of the 3 atoms listed first:
C 0.41 -0.30 0.61
C -0.11 -0.02 -0.21
Cl 0.07 0.07 0.12



Below is one molecule with the formula C5H7ClO, with properties calculated with ωB97M-V/def2-TZVPD.

* HOMO level: -9.38 eV
* SMILES string: Cl/C=C1\CCOC1
* relative energy (zero: lowest compared OMol25 entry of this formula, charge and spin): 97.8 kJ/mol
* spin multiplicity: 1
* HOMO-LUMO gap: 10.29 eV

Each line ends with the Mulliken charge.
Atoms and positions in Å:
C 0.359948 -1.170801 -0.750349  -0.409
C -0.149614 -0.020070 -0.328063  0.263
C 0.237167 0.896752 0.896771  -0.600
C -0.971016 1.847488 1.059429  -0.426
C -1.505999 0.636860 -0.891896  -0.537
H -0.040032 -1.602877 -1.620264  0.414
H 1.185212 1.363543 0.726028  0.316
H 0.384598 0.440232 1.884849  0.353
H -1.684547 1.529027 1.844316  0.294
H -0.564290 2.798203 1.234753  0.278
H -1.440334 0.891343 -1.945082  0.350
H -2.260637 -0.128409 -0.630375  0.283
O -1.581969 1.894573 -0.211144  -0.383
Cl 1.720757 -1.975825 0.016446  -0.197

Cartesian forces (eV/Å) of the 3 atoms listed first:
C 0.39 1.36 1.16
C -0.90 1.22 1.33
C -1.06 -1.51 0.02



Below is one molecule with the formula C5H7ClO2, with properties calculated with ωB97M-V/def2-TZVPD.

* HOMO level: -9.46 eV
* SMILES string: CO[C@@H]1C(=O)C[C@H]1Cl
* relative energy (zero: lowest compared OMol25 entry of this formula, charge and spin): 356.0 kJ/mol
* spin multiplicity: 1
* HOMO-LUMO gap: 9.79 eV

Each line ends with the Mulliken charge.
Atoms and positions in Å:
C 2.531052 -1.223116 -0.190114  -0.601
C 0.370915 -0.304317 -0.200600  0.241
C -1.015314 0.060069 0.461809  -0.109
C -0.782365 1.582827 0.127209  -0.757
C 0.661931 1.056212 -0.226972  0.401
H 2.843035 -2.195524 0.493462  0.187
H 2.051468 -1.582683 -1.089669  0.323
H 3.187147 -0.360100 -0.096307  0.303
H 0.433867 -0.829538 -1.273286  0.245
H -0.863880 -0.211984 1.522297  0.338
H -0.829005 2.457154 0.840705  0.266
H -1.403594 1.682575 -0.651092  0.331
O 1.316508 -0.854405 0.573818  -0.376
O 1.895408 1.412313 -0.167466  -0.598
Cl -2.453629 -0.614895 -0.166172  -0.193

Cartesian forces (eV/Å) of the 3 atoms listed first:
C -1.51 -2.73 4.21
C -1.55 -3.15 -3.00
C 1.99 -0.02 1.86



Below is a 2-piece molecular cluster, C5H7ClS overall, with properties calculated with ωB97M-V/def2-TZVPD.

* HOMO level (spin up / spin down): -8.12 / -7.94 eV
* relative energy (zero: lowest compared OMol25 entry of this formula, charge and spin): 479.3 kJ/mol
* spin multiplicity: 1
* HOMO-LUMO gap (spin up / spin down): 7.87 / 7.27 eV

Each line ends with the Mulliken charge.
Atoms and positions in Å:
C -0.257096 -0.858801 0.609228  -0.720
C 0.536959 -0.083355 0.013660  0.972
C -2.997703 -0.843100 -0.048072  0.151
C 2.033349 -0.268085 0.292513  -1.255
C 0.281088 1.289945 -0.602669  -0.985
S -3.812274 -2.099056 0.429988  -0.176
Cl -3.487153 0.576436 -0.846383  -0.097
H -0.350007 -1.822764 1.177028  0.311
H 2.536566 0.664785 0.215236  0.364
H 2.260522 -0.740513 1.305838  0.333
H 2.448289 -0.863674 -0.488033  0.306
H -0.782673 1.545205 -0.969977  0.188
H 0.594945 1.941090 0.275763  0.269
H 0.995189 1.561883 -1.364122  0.338

Cartesian forces (eV/Å) of the 3 atoms listed first:
C -3.74 -3.13 1.20
C 2.48 2.42 -0.54
C 0.64 -0.09 0.30